DFT (wB97M-V/def2-TZVPD) results for a molecular structure, C40H29CoN5O4.

XYZ file:
```
79
C40H29CoN5O4, DFT wB97M-V/def2-TZVPD
Co -0.196 -0.986 -0.527
C -1.622 -0.030 -3.755
O -1.036 0.472 -2.578
C -0.457 1.709 -2.633
C -0.388 2.478 -3.785
C 0.184 3.747 -3.737
C 0.677 4.238 -2.543
C 0.618 3.461 -1.394
C 0.065 2.188 -1.420
N 0.022 1.349 -0.281
N -0.046 2.159 0.894
C -0.122 1.541 2.050
C -0.279 0.169 2.370
O -0.638 -0.774 1.383
C -0.225 -0.323 3.667
C -0.063 0.484 4.768
C -0.003 1.883 4.555
C 0.090 2.791 5.639
C 0.136 4.145 5.446
C 0.094 4.664 4.141
C 0.012 3.804 3.073
C -0.042 2.408 3.241
H -0.867 -0.217 -4.527
H -2.377 0.661 -4.146
H -2.098 -0.967 -3.479
H -0.778 2.103 -4.720
H 0.234 4.342 -4.641
H 1.123 5.224 -2.501
H 0.998 3.812 -0.447
H -0.333 -1.397 3.784
H -0.013 0.077 5.769
H 0.123 2.381 6.644
H 0.206 4.814 6.297
H 0.136 5.735 3.977
H -0.011 4.178 2.058
O -7.174 -0.791 2.442
C -6.960 -1.804 1.556
O -7.844 -2.608 1.378
C -5.639 -1.848 0.903
C -5.288 -3.008 0.206
C -4.064 -3.125 -0.416
C -3.131 -2.065 -0.382
C -3.492 -0.895 0.321
C -4.711 -0.795 0.943
N -1.906 -2.085 -0.990
C -1.596 -2.993 -1.921
C -0.307 -2.941 -2.491
C 0.128 -3.779 -3.543
C 1.398 -3.633 -4.039
C 2.253 -2.666 -3.494
C 1.778 -1.876 -2.465
N 0.539 -1.991 -1.984
H -6.356 -0.292 2.557
H -5.996 -3.826 0.180
H -3.811 -4.054 -0.909
H -2.786 -0.078 0.351
H -4.933 0.145 1.440
H -2.310 -3.712 -2.312
H -0.550 -4.525 -3.938
H 1.740 -4.273 -4.845
H 3.266 -2.534 -3.846
H 2.388 -1.125 -1.980
N 8.925 -1.169 0.307
C 7.803 -0.878 0.243
C 6.443 -0.532 0.161
C 5.603 -0.534 1.304
C 4.286 -0.202 1.235
C 3.651 0.163 -0.018
C 4.540 0.188 -1.166
C 5.854 -0.153 -1.068
C 2.348 0.505 -0.105
C 1.083 0.348 -0.321
H 6.028 -0.811 2.263
H 3.676 -0.202 2.129
H 4.133 0.507 -2.119
H 6.475 -0.125 -1.958
C 0.282 -1.813 1.038
H 1.270 -1.646 1.462
H -0.158 -2.789 1.251
```

Computed properties:
Maximum force ... 0.8 eV/Å
Calculated total energy ... -95214.635 eV
LUMO level (spin up / spin down) ... 4.055 / 3.587 eV
2S+1 ... 2
Orbital gap (spin up / spin down) ... 4.653 / 4.170 eV
Energy relative to the best compared isomer or geometry (same formula, charge and spin) ... 42.9 kcal per mole
⟨S²⟩ ... 0.7824
E_HOMO (spin up / spin down) ... -0.6 / -0.6 eV
Charge ... -2

DFT (wB97M-V/def2-TZVPD) results for a single C3H5NO molecule at a distorted geometry.

XYZ file:
```
10
C3H5NO, DFT wB97M-V/def2-TZVPD
C 0.582 -0.164 -0.995
C 0.028 -0.127 0.386
O -0.865 -1.159 0.606
C -0.641 1.184 0.610
N -1.053 2.233 0.840
H -0.240 -0.130 -1.755
H 1.341 0.634 -1.169
H 1.071 -1.123 -1.202
H 0.885 -0.161 1.129
H -1.109 -1.185 1.550
```

Computed properties:
Structure (SMILES) ... C[C@H](O)C#N
Maximum force ... 2.0 eV/Å
Calculated total energy ... -6728.887 eV
LUMO level ... 0.558 eV
Orbital gap ... 11.991 eV
Energy relative to the best compared isomer or geometry (same formula, charge and spin) ... 15.8 kcal per mole
E_HOMO ... -11.4 eV

DFT (wB97M-V/def2-TZVPD) results for 7 unconnected molecules or ions with the total composition H14O7 at a distorted geometry.

XYZ file:
```
21
H14O7, DFT wB97M-V/def2-TZVPD
O -1.907 -2.017 -0.162
H -1.249 -1.396 -0.581
H -1.489 -2.098 0.746
O -2.044 1.949 0.017
H -2.207 2.486 -0.771
H -2.771 1.322 0.103
O -3.841 0.000 0.310
H -4.383 -0.212 -0.449
H -3.230 -0.800 0.232
O -0.099 -0.050 -0.196
H -0.795 0.682 -0.046
H 0.458 0.016 0.621
O 4.074 0.132 0.282
H 3.846 0.913 -0.286
H 3.789 -0.648 -0.248
O 2.256 -0.005 -1.488
H 1.340 0.036 -1.133
H 2.185 -0.416 -2.327
O 1.666 -0.177 1.747
H 2.552 -0.318 1.367
H 1.847 0.603 2.263
```

Computed properties:
Structure (SMILES) ... O.O.O.O.O.O.O
Maximum force ... 2.0 eV/Å
Calculated total energy ... -14560.629 eV
LUMO level ... 0.598 eV
Orbital gap ... 11.840 eV
Energy relative to the best compared isomer or geometry (same formula, charge and spin) ... 19.2 kcal per mole
E_HOMO ... -11.2 eV

DFT (wB97M-V/def2-TZVPD) results for a single C4H4FNOS molecule at a distorted geometry.

XYZ file:
```
12
C4H4FNOS, DFT wB97M-V/def2-TZVPD
O -1.201 -2.251 -0.208
C -1.016 -0.872 0.016
C -1.921 0.140 0.200
N -1.342 1.354 0.071
C 0.000 1.127 -0.054
F 0.765 2.274 -0.141
C 0.252 -0.181 0.023
S 1.938 -0.739 0.003
H -0.308 -2.504 -0.196
H -2.947 -0.133 0.455
H -1.831 2.204 -0.200
H 2.310 -0.954 1.218
```

Computed properties:
Structure (SMILES) ... Oc1c[nH]c(F)c1S
Maximum force ... 4.2 eV/Å
Calculated total energy ... -21301.531 eV
LUMO level ... 0.676 eV
Orbital gap ... 9.114 eV
Energy relative to the best compared isomer or geometry (same formula, charge and spin) ... 25.0 kcal per mole
E_HOMO ... -8.4 eV

DFT (wB97M-V/def2-TZVPD) results for a molecular structure, C37H47N5OTb.

XYZ file:
```
91
C37H47N5OTb, DFT wB97M-V/def2-TZVPD
Tb 0.112 1.240 0.436
C 0.648 2.015 3.458
C 1.565 0.860 3.016
C 2.960 1.023 3.624
C 0.991 -0.528 3.282
C 0.891 -0.951 4.596
C 0.456 -2.233 4.899
C 0.236 -3.116 3.860
C 0.343 -2.751 2.515
C 0.355 -3.927 1.528
C 1.316 -3.787 0.346
C -1.014 -4.473 1.112
C 0.605 -1.397 2.230
N 0.478 -0.823 0.943
C -0.537 -1.248 0.080
C -0.790 -0.662 -1.130
N -0.101 0.455 -1.589
C -0.059 0.706 -2.980
C -0.491 1.940 -3.507
C -0.451 2.124 -4.885
C -0.005 1.132 -5.742
C 0.449 -0.059 -5.209
C 0.454 -0.285 -3.836
C 1.078 -1.569 -3.316
C 2.540 -1.677 -3.756
C 0.286 -2.807 -3.735
C -1.008 3.107 -2.677
C -2.287 2.799 -1.901
C 0.060 3.756 -1.784
H 0.885 2.953 2.937
H 0.792 2.219 4.520
H -0.410 1.789 3.327
H 1.764 0.943 1.946
H 2.915 1.000 4.713
H 3.399 1.979 3.331
H 3.625 0.224 3.297
H 1.163 -0.273 5.396
H 0.357 -2.555 5.925
H 0.013 -4.153 4.084
H 0.798 -4.719 2.141
H 1.014 -3.040 -0.384
H 1.375 -4.745 -0.175
H 2.320 -3.538 0.693
H -1.494 -3.881 0.331
H -1.695 -4.528 1.962
H -0.898 -5.480 0.710
H -1.231 -2.007 0.416
H -1.602 -1.062 -1.734
H -0.792 3.068 -5.294
H 0.000 1.293 -6.811
H 0.826 -0.830 -5.870
H 1.075 -1.537 -2.226
H 2.627 -1.808 -4.836
H 3.016 -2.539 -3.283
H 3.100 -0.779 -3.490
H 0.267 -2.909 -4.822
H -0.747 -2.756 -3.391
H 0.739 -3.711 -3.325
H -1.270 3.876 -3.408
H -2.118 2.007 -1.165
H -3.074 2.442 -2.564
H -2.654 3.691 -1.387
H 0.162 3.238 -0.821
H -0.194 4.788 -1.539
H 1.041 3.734 -2.257
N -7.206 1.009 1.585
C -6.249 0.199 2.087
O -6.485 -0.837 2.668
C -4.805 0.643 1.913
C -3.827 -0.281 2.246
C -2.499 0.071 2.112
N -2.105 1.265 1.642
C -3.055 2.163 1.354
C -4.407 1.901 1.479
H -8.165 0.732 1.714
H -7.011 1.853 1.083
H -4.113 -1.256 2.616
H -1.720 -0.620 2.408
H -2.723 3.133 1.003
H -5.108 2.689 1.242
C 5.289 1.321 -0.450
C 4.432 0.281 -0.774
C 3.069 0.493 -0.668
N 2.541 1.644 -0.229
C 3.380 2.641 0.080
C 4.753 2.528 -0.024
H 6.361 1.196 -0.528
H 4.800 -0.674 -1.118
H 2.364 -0.287 -0.922
H 2.929 3.566 0.424
H 5.384 3.367 0.230
```

Computed properties:
Maximum force ... 0.7 eV/Å
Calculated total energy ... -71059.614 eV
LUMO level (spin up / spin down) ... -3.096 / -2.905 eV
2S+1 ... 7
Orbital gap (spin up / spin down) ... 6.277 / 6.438 eV
Energy relative to the best compared isomer or geometry (same formula, charge and spin) ... 0.0 kcal per mole
⟨S²⟩ ... 12.2415
E_HOMO (spin up / spin down) ... -9.4 / -9.3 eV
Charge ... +1

DFT (wB97M-V/def2-TZVPD) results for a molecular structure, C29H26F5N2O2PPd.

XYZ file:
```
66
C29H26F5N2O2PPd, DFT wB97M-V/def2-TZVPD
Pd 0.885 -0.593 -0.283
N 0.882 0.044 -3.355
P 0.550 1.036 -1.998
C -1.223 1.414 -2.094
C -1.820 1.866 -3.273
C -3.182 2.101 -3.318
C -3.959 1.897 -2.180
C -3.371 1.463 -1.005
C -2.002 1.219 -0.960
C 1.352 2.568 -2.522
C 2.594 2.524 -3.155
C 3.245 3.699 -3.498
C 2.673 4.925 -3.191
C 1.449 4.974 -2.539
C 0.788 3.802 -2.205
C 0.972 -1.328 -3.266
C 1.254 -2.117 -4.390
C 1.346 -3.477 -4.227
C 1.154 -4.047 -2.967
C 0.880 -3.204 -1.919
N 0.783 -1.872 -2.066
H 1.045 0.453 -4.262
H -1.218 2.037 -4.158
H -3.642 2.446 -4.235
H -5.025 2.082 -2.217
H -3.970 1.312 -0.116
H -1.542 0.895 -0.032
H 3.069 1.572 -3.356
H 4.207 3.652 -3.990
H 3.184 5.842 -3.453
H 1.003 5.928 -2.290
H -0.170 3.853 -1.704
H 1.402 -1.651 -5.355
H 1.571 -4.105 -5.080
H 1.221 -5.112 -2.806
H 0.723 -3.565 -0.910
F 3.247 0.430 1.114
C 2.995 -0.228 -0.043
F 3.494 0.561 -1.064
C 3.873 -1.484 -0.056
F 3.427 -2.388 0.825
F 5.153 -1.213 0.250
F 3.861 -2.054 -1.273
C -2.981 -1.409 7.093
C -2.251 -1.288 5.783
C -1.068 -0.571 5.686
C -0.396 -0.423 4.476
C 0.883 0.373 4.443
C -0.918 -1.044 3.339
C -2.102 -1.790 3.411
C -2.711 -2.469 2.212
C -2.755 -1.884 4.633
C -0.209 -0.902 2.031
O 0.192 0.240 1.660
O -0.020 -1.920 1.302
H -2.355 -1.089 7.925
H -3.291 -2.438 7.280
H -3.882 -0.793 7.097
H -0.651 -0.110 6.574
H 1.202 0.604 5.459
H 0.755 1.302 3.890
H 1.686 -0.172 3.946
H -2.057 -3.244 1.818
H -2.881 -1.765 1.393
H -3.669 -2.911 2.485
H -3.678 -2.451 4.687
```

Computed properties:
Maximum force ... 0.4 eV/Å
Calculated total energy ... -63927.829 eV
LUMO level (spin up / spin down) ... 0.371 / -0.406 eV
2S+1 ... 3
Orbital gap (spin up / spin down) ... 7.856 / 8.022 eV
⟨S²⟩ ... 2.0071
E_HOMO (spin up / spin down) ... -7.5 / -8.4 eV

DFT (wB97M-V/def2-TZVPD) results for 2 unconnected molecules or ions with the total composition C5H10O.

XYZ file:
```
16
C5H10O, DFT wB97M-V/def2-TZVPD
O 1.292 -0.180 1.635
C 0.504 0.013 0.538
C 0.222 -0.891 -0.399
C -0.749 -0.343 -1.411
C -0.879 1.159 -1.046
C -0.150 1.343 0.301
H 1.292 0.639 2.148
H 0.608 -1.903 -0.424
H -1.715 -0.859 -1.350
H -0.398 -0.482 -2.439
H -0.415 1.777 -1.819
H -1.924 1.472 -0.970
H -0.828 1.588 1.128
H 0.601 2.143 0.265
H 1.296 -2.368 1.925
H 1.243 -3.108 1.917
```

Computed properties:
Structure (SMILES) ... OC1=CCCC1.[H][H]
Maximum force ... 0.4 eV/Å
Calculated total energy ... -7393.229 eV
LUMO level ... 0.932 eV
Orbital gap ... 9.335 eV
Energy relative to the best compared isomer or geometry (same formula, charge and spin) ... 35.4 kcal per mole
E_HOMO ... -8.4 eV

DFT (wB97M-V/def2-TZVPD) results for 2 unconnected molecules or ions with the total composition C9H14OS at a distorted geometry.

XYZ file:
```
25
C9H14OS, DFT wB97M-V/def2-TZVPD
C -0.345 1.745 -1.943
C 0.638 0.685 -1.599
C 2.024 0.877 -1.897
C 3.029 0.134 -1.313
C 2.701 -0.732 -0.284
O 3.701 -1.190 0.533
C 1.371 -1.085 -0.109
C 0.400 -0.463 -0.887
H -0.065 2.708 -1.522
H -1.366 1.398 -1.730
H -0.357 1.844 -3.030
H 2.210 1.450 -2.809
H 4.043 0.247 -1.674
H 3.272 -1.762 1.155
H 1.158 -1.929 0.549
H -0.598 -0.872 -0.748
C -1.845 -1.543 1.715
S -1.415 0.054 2.523
C -2.960 0.892 2.164
H -1.264 -1.794 0.836
H -1.678 -2.363 2.410
H -2.880 -1.472 1.371
H -2.953 0.965 1.072
H -2.994 1.854 2.667
H -3.827 0.353 2.548
```

Computed properties:
Structure (SMILES) ... Cc1ccc(O)cc1.CSC
Maximum force ... 2.3 eV/Å
Calculated total energy ... -22441.762 eV
LUMO level ... 0.785 eV
Orbital gap ... 8.971 eV
Energy relative to the best compared isomer or geometry (same formula, charge and spin) ... 20.4 kcal per mole
E_HOMO ... -8.2 eV